Entry from the OMol25 dataset: a cluster of 3 separate species, C4H10O3 in total in a non-equilibrium geometry (the ωB97M-V functional and the def2-TZVPD basis).

Its HOMO-LUMO gap is 9.7 eV. Its HOMO energy is -9.0443 eV. The SMILES is C=CC(=C)O.O.O. The total energy is -10450.3250 eV.

Geometry (Å):
H1 -1.72 -2.08 0.61
H2 0.39 2.11 -0.26
H3 0.93 -1.36 0.83
H4 1.12 -2.14 2.13
C1 -0.64 2.14 -0.62
C2 -1.55 1.14 -0.84
H5 -0.99 3.23 -0.86
O1 -0.07 -0.84 -0.54
O2 2.68 0.71 -0.27
H6 -2.66 1.49 -1.16
C3 -2.06 -1.03 0.51
O3 1.52 -1.41 1.59
H7 2.99 0.16 -1.06
H8 -2.86 -0.74 1.16
H9 0.55 -0.03 -0.63
H10 2.82 0.05 0.42
C4 -1.35 -0.30 -0.30